(P)
This record from the OMol25 dataset describes the molecule C4H8O2S. The level of theory is ωB97M-V with the def2-TZVPD basis set.

XYZ file:
```
15
Properties=species:S:1:pos:R:3:nbo_charge:R:1
C 1.42 -0.06 0.00 0.14
C -1.05 0.29 -0.38 0.06
C 2.64 0.70 0.41 -0.69
C -1.52 -1.08 -0.58 -0.15
O 0.27 0.62 -0.12 -0.42
O -1.66 -1.82 0.66 -0.77
S -2.23 1.51 0.13 -0.02
H 1.47 -1.09 0.14 0.16
H 3.14 0.11 1.17 0.23
H 2.21 1.65 0.90 0.22
H 3.11 1.10 -0.45 0.23
H -0.75 -1.47 -1.32 0.20
H -2.46 -1.13 -0.99 0.20
H -2.39 -1.64 1.29 0.49
H -2.18 2.32 -0.87 0.11
```

- Highest occupied orbital energy (alpha / beta): -7.3 / -7.7 eV
- Molecular weight: 120.2 g/mol
- Orbital gap (alpha / beta): 7.454 / 8.393 eV

(Q)
This record from the OMol25 dataset describes the molecule C4H8O2S. The level of theory is ωB97M-V with the def2-TZVPD basis set.

XYZ file:
```
15
Properties=species:S:1:pos:R:3:nbo_charge:R:1
C -0.11 -2.08 -0.06 -0.51
C -0.42 -0.54 -0.32 0.07
C 1.83 0.05 -0.86 -0.24
C -2.08 1.54 0.43 -0.82
O -3.08 -0.76 -0.08 -0.96
O 0.57 0.39 -0.41 -0.51
S -2.04 0.09 -0.65 1.28
H -0.96 -2.86 0.14 0.25
H 0.85 -2.31 0.15 0.18
H 1.84 -0.82 -1.38 0.19
H 2.50 -0.19 -0.05 0.17
H 2.22 0.94 -1.31 0.20
H -3.20 1.74 0.34 0.25
H -1.37 2.37 0.08 0.24
H -1.99 1.38 1.42 0.23
```

- Highest occupied orbital energy: -8.4 eV
- Molecular weight: 120.2 g/mol
- Orbital gap: 8.952 eV

(R)
This record from the OMol25 dataset describes a structure of composition C4H8O2S. The level of theory is ωB97M-V with the def2-TZVPD basis set.

XYZ file:
```
15
Properties=species:S:1:pos:R:3:nbo_charge:R:1
C 1.24 1.37 -1.32 0.63
C 0.94 -1.87 -0.37 -0.63
C -1.57 0.10 -0.41 -0.78
C 0.03 -0.39 1.84 -0.82
O 0.81 0.64 -2.18 -0.67
O 0.85 1.34 -0.06 -0.80
S 0.03 -0.65 0.07 1.16
H 2.06 2.02 -1.54 0.09
H 0.86 -2.34 -1.41 0.23
H -2.36 -0.30 0.36 0.23
H -1.28 1.08 -0.13 0.27
H -1.91 -0.14 -1.49 0.28
H 0.65 0.55 1.97 0.29
H -1.02 -0.31 2.20 0.24
H 0.68 -1.10 2.47 0.28
```

- Highest occupied orbital energy: -9.0 eV
- Molecular weight: 120.2 g/mol
- Orbital gap: 9.025 eV

Top of the stability list: (Q), leading by 14.4 kJ/mol.

(P)
This record from the OMol25 dataset describes the ion C3H7N2O with charge +1. The level of theory is ωB97M-V with the def2-TZVPD basis set.

XYZ file:
```
13
Properties=species:S:1:pos:R:3:nbo_charge:R:1
C 1.45 0.66 -0.05 0.32
C -0.53 -0.46 -0.63 0.20
C -1.55 -0.27 0.46 -0.69
N 1.85 -0.46 0.37 -0.31
N 0.34 0.83 -0.74 -0.53
O 0.28 -1.46 -0.40 -0.26
H 2.07 1.66 0.23 0.30
H -0.84 -0.61 -1.67 0.28
H -1.10 -0.10 1.47 0.24
H -2.22 -1.16 0.55 0.27
H -2.30 0.60 0.35 0.25
H 2.48 -1.04 0.84 0.47
H 0.05 1.81 -0.77 0.45
```

- Net charge: +1
- Highest occupied orbital energy (alpha / beta): -15.4 / -15.5 eV
- Molecular weight: 87.1 g/mol
- Orbital gap (alpha / beta): 8.216 / 8.272 eV

(Q)
This record from the OMol25 dataset describes the ion C3H7N2O with charge +1. The level of theory is ωB97M-V with the def2-TZVPD basis set.

XYZ file:
```
13
Properties=species:S:1:pos:R:3:nbo_charge:R:1
C -1.04 0.01 -0.43 -0.19
C -0.25 0.17 0.66 0.22
C 2.03 -0.47 -0.41 0.35
N 3.22 0.07 -0.27 -0.79
N -2.51 -0.10 -0.08 -0.66
O 1.09 0.20 0.57 -0.57
H -0.80 -0.34 -1.36 0.24
H -0.58 0.45 1.60 0.20
H 3.35 0.59 0.67 0.43
H 3.89 -0.26 -0.94 0.45
H -3.13 0.43 -0.77 0.46
H -2.51 0.30 0.79 0.43
H -2.77 -1.06 -0.03 0.44
```

- Net charge: +1
- Highest occupied orbital energy: -12.9 eV
- Molecular weight: 87.1 g/mol
- Orbital gap: 9.265 eV

(R)
This record from the OMol25 dataset describes the ion C3H7N2O with charge +1. The level of theory is ωB97M-V with the def2-TZVPD basis set.

XYZ file:
```
13
Properties=species:S:1:pos:R:3:nbo_charge:R:1
C -0.24 -1.64 -1.03 0.51
C -0.55 0.18 1.26 -0.01
C 0.35 0.63 -0.75 -0.09
N -0.70 -0.46 -0.45 -0.44
N 0.50 1.06 0.67 -0.53
O 0.57 -1.67 -1.91 -0.51
H -0.95 -2.42 -0.56 0.15
H -1.62 0.44 1.45 0.28
H -0.16 -0.57 1.84 0.22
H 1.30 0.31 -1.14 0.25
H -0.09 1.41 -1.46 0.25
H 0.23 1.99 0.90 0.45
H 1.36 0.75 1.17 0.46
```

- Net charge: +1
- Highest occupied orbital energy: -14.6 eV
- Molecular weight: 87.1 g/mol
- Orbital gap: 9.830 eV

Top of the stability list: (Q), leading by 15.9 kJ/mol.

(P)
This record from the OMol25 dataset describes the ion C3H7N2O with charge +1. The level of theory is ωB97M-V with the def2-TZVPD basis set.

XYZ file:
```
13
Properties=species:S:1:pos:R:3:nbo_charge:R:1
C 0.37 0.58 1.74 0.15
C 1.17 0.16 -0.68 -0.05
C -0.91 -0.15 -0.26 0.42
N -0.08 -0.27 -1.43 -0.64
N 0.40 0.21 0.54 -0.27
O -1.67 -1.17 0.15 -0.66
H -0.53 0.37 2.37 0.25
H 1.24 0.86 2.25 0.22
H 1.99 -0.50 -0.54 0.23
H 1.51 1.11 -1.19 0.24
H -1.55 0.69 -0.31 0.18
H -0.43 0.10 -2.30 0.42
H -1.51 -1.99 -0.34 0.52
```

- Net charge: +1
- Highest occupied orbital energy: -14.7 eV
- Molecular weight: 87.1 g/mol
- Orbital gap: 9.455 eV

(Q)
This record from the OMol25 dataset describes the ion C3H7N2O with charge +1. The level of theory is ωB97M-V with the def2-TZVPD basis set.

XYZ file:
```
13
Properties=species:S:1:pos:R:3:nbo_charge:R:1
C 1.75 -0.12 0.17 -0.14
C 3.00 -0.07 -0.17 -0.22
C -1.20 -0.12 0.19 0.03
N 0.94 0.89 -0.20 -0.02
N -2.58 0.13 -0.12 -0.72
O -0.37 0.87 -0.10 -0.17
H 1.18 -1.02 0.50 0.19
H 3.56 0.72 -0.48 0.23
H 3.47 -1.00 -0.13 0.22
H -1.08 -1.06 0.72 0.21
H -2.67 1.16 0.22 0.46
H -3.07 -0.48 0.54 0.47
H -2.92 0.12 -1.14 0.46
```

- Net charge: +1
- Highest occupied orbital energy (alpha / beta): -12.2 / -12.2 eV
- Molecular weight: 87.1 g/mol
- Orbital gap (alpha / beta): 6.849 / 6.850 eV

(R)
This record from the OMol25 dataset describes a cluster of 2 separate species, C3H7N2O in total. The level of theory is ωB97M-V with the def2-TZVPD basis set.

XYZ file:
```
13
Properties=species:S:1:pos:R:3:nbo_charge:R:1
C 3.80 1.41 -1.90 0.44
C 0.76 -0.26 -0.78 0.40
C -1.12 -0.51 0.81 -0.43
N 1.07 0.98 -0.53 -0.71
N -0.38 -0.78 -0.38 -0.48
O 4.63 1.77 -2.55 -0.41
H 1.52 -0.90 -1.25 0.24
H -1.66 0.37 0.62 0.22
H -0.47 -0.41 1.59 0.21
H -1.74 -1.27 1.12 0.25
H 1.81 1.44 -1.02 0.44
H 0.67 1.44 0.23 0.42
H -0.31 -1.73 -0.65 0.41
```

- Net charge: +1
- Highest occupied orbital energy: -15.7 eV
- Molecular weight: 87.1 g/mol
- Orbital gap: 11.673 eV

(S)
This record from the OMol25 dataset describes the ion C3H7N2O with charge +1. The level of theory is ωB97M-V with the def2-TZVPD basis set.

XYZ file:
```
13
Properties=species:S:1:pos:R:3:nbo_charge:R:1
C -1.45 0.96 0.29 0.04
C -0.23 0.99 -0.47 -0.54
C 0.20 -0.53 -0.53 0.22
N -1.90 -0.20 0.49 -0.04
N 1.22 -0.89 0.52 -0.75
O -0.95 -1.20 -0.21 -0.40
H -1.92 1.87 0.69 0.27
H -0.19 1.49 -1.46 0.29
H 0.32 1.75 0.00 0.26
H 0.51 -0.90 -1.60 0.25
H 2.16 -0.52 0.29 0.46
H 1.39 -1.99 0.45 0.47
H 0.83 -0.84 1.55 0.49
```

- Net charge: +1
- Highest occupied orbital energy: -14.9 eV
- Molecular weight: 87.1 g/mol
- Orbital gap: 10.891 eV

Top of the stability list: (R), leading by 170.6 kJ/mol.

(P)
This record from the OMol25 dataset describes the molecule C5H6O2. The level of theory is ωB97M-V with the def2-TZVPD basis set.

XYZ file:
```
13
Properties=species:S:1:pos:R:3:nbo_charge:R:1
C -1.26 0.97 0.14 -0.62
C -0.69 -0.43 0.38 0.02
O -1.65 -1.41 0.12 -0.71
C 0.52 -0.65 -0.52 0.50
O 0.43 -1.36 -1.51 -0.51
C 1.77 -0.03 -0.12 -0.14
C 2.82 0.41 0.26 -0.12
H -2.13 1.14 0.78 0.23
H -1.57 1.08 -0.90 0.22
H -0.51 1.74 0.37 0.22
H -0.35 -0.49 1.43 0.18
H -1.25 -2.00 -0.55 0.49
H 3.76 0.79 0.59 0.24
```

- Highest occupied orbital energy: -10.6 eV
- Molecular weight: 98.1 g/mol
- Orbital gap: 10.561 eV

(Q)
This record from the OMol25 dataset describes a cluster of 2 separate species, C5H6O2 in total. The level of theory is ωB97M-V with the def2-TZVPD basis set.

XYZ file:
```
13
Properties=species:S:1:pos:R:3:nbo_charge:R:1
C 0.14 0.85 -0.84 -0.09
C 0.51 0.22 0.43 -0.03
O -0.05 -0.54 -0.65 -0.48
C -2.41 -0.75 -0.20 0.30
O -2.65 0.02 0.70 -0.56
C 1.91 -0.01 0.75 -0.05
C 3.07 -0.15 1.01 -0.19
H -0.76 1.47 -0.85 0.20
H -2.43 -0.44 -1.27 0.11
H 0.90 1.07 -1.58 0.20
H -0.17 0.34 1.27 0.24
H -2.16 -1.81 -0.03 0.12
H 4.10 -0.28 1.26 0.24
```

- Highest occupied orbital energy: -9.9 eV
- Molecular weight: 98.1 g/mol
- Orbital gap: 10.943 eV

Top of the stability list: (P), leading by 187.5 kJ/mol.

(P)
This record from the OMol25 dataset describes a cluster of 2 separate species, C5H6O2 in total. The level of theory is ωB97M-V with the def2-TZVPD basis set.

XYZ file:
```
13
Properties=species:S:1:pos:R:3:nbo_charge:R:1
C 1.41 0.92 0.73 -0.26
C 1.00 -0.30 0.41 -0.04
C 2.21 0.23 -0.20 0.52
C -0.18 -1.07 0.46 -0.48
C -1.43 -0.02 -0.97 0.08
O 3.06 -0.02 -1.03 -0.59
O -1.70 1.10 -0.24 -0.71
H 1.28 1.78 1.22 0.21
H -0.79 -0.84 1.38 0.19
H -0.01 -2.09 0.27 0.22
H -2.26 -0.86 -0.81 0.18
H -0.96 0.13 -1.91 0.20
H -1.64 1.03 0.70 0.49
```

- Highest occupied orbital energy: -8.7 eV
- Molecular weight: 98.1 g/mol
- Orbital gap: 8.779 eV

(Q)
This record from the OMol25 dataset describes the molecule C5H6O2. The level of theory is ωB97M-V with the def2-TZVPD basis set.

XYZ file:
```
13
Properties=species:S:1:pos:R:3:nbo_charge:R:1
C -1.49 -1.03 0.17 -0.68
C -0.19 -0.39 0.51 0.18
O 1.29 -1.03 -0.65 -0.55
C 1.99 -0.01 -0.55 0.66
O 1.59 1.06 0.05 -0.49
C 0.06 0.97 0.18 -0.08
C -0.81 1.93 -0.10 -0.33
H -2.03 -0.43 -0.56 0.26
H -2.09 -1.11 1.09 0.25
H -1.31 -2.05 -0.19 0.24
H 0.38 -0.85 1.31 0.20
H 2.99 0.03 -0.99 0.16
H -0.36 2.91 -0.27 0.17
```

- Highest occupied orbital energy: -8.0 eV
- Molecular weight: 98.1 g/mol
- Orbital gap: 7.934 eV

Top of the stability list: (Q), leading by 70.0 kJ/mol.